1.
{"formula": "C3H6O", "method": "ωB97M-V with the def2-TZVPD basis set", "species": ["C", "C", "C", "O", "H", "H", "H", "H", "H", "H"], "positions_angstrom": [[-0.347, 0.387, 1.592], [-0.781, 0.113, 0.159], [0.334, -0.542, -0.604], [0.947, 0.000, -1.485], [0.251, -0.406, 2.035], [-1.190, 0.580, 2.254], [0.266, 1.276, 1.651], [-1.665, -0.532, 0.169], [-1.067, 1.015, -0.381], [0.590, -1.572, -0.299]], "e_homo_ev": -9.8514, "smiles": "CCC=O"}


2.
{"formula": "C15H34NO11P", "method": "ωB97M-V with the def2-TZVPD basis set", "species": ["N", "H", "H", "H", "H", "P", "O", "O", "O", "O", "O", "C", "O", "C", "C", "C", "H", "H", "H", "H", "H", "H", "H", "H", "O", "C", "O", "C", "C", "C", "H", "H", "H", "H", "H", "H", "H", "H", "O", "C", "O", "C", "C", "C", "H", "H", "H", "H", "H", "H", "H", "H", "C", "C", "O", "C", "H", "H", "H", "H", "H", "H"], "positions_angstrom": [[-1.090, -1.465, -1.265], [-1.759, -1.821, -1.803], [-1.372, -1.668, -0.290], [-1.177, -0.496, -1.472], [-0.189, -1.896, -1.428], [-4.124, -0.676, -0.920], [-4.046, -2.003, -1.285], [-3.156, -0.418, 0.326], [-5.388, -0.138, -0.529], [-3.541, 0.197, -1.917], [-3.082, -3.529, 3.425], [-3.073, -3.001, 2.273], [-2.873, -3.642, 1.230], [-3.054, -3.006, -0.145], [-2.553, -3.964, -1.114], [-3.324, -1.444, 2.126], [-2.529, -2.192, -0.072], [-3.901, -2.712, -0.249], [-2.718, -3.495, -2.045], [-2.928, -4.942, -1.061], [-1.481, -4.261, -0.932], [-3.795, -0.923, 3.123], [-4.191, -1.365, 1.579], [-2.555, -0.701, 1.750], [0.789, -1.935, -0.021], [1.283, -1.602, 1.001], [2.571, -1.366, 1.270], [3.534, -1.515, 0.206], [4.827, -0.759, 0.521], [0.321, -1.719, 2.249], [3.264, -1.093, -0.811], [3.809, -2.541, 0.032], [5.366, -1.043, 1.475], [4.663, 0.284, 0.517], [5.540, -0.580, -0.295], [0.664, -1.860, 3.313], [-0.417, -2.494, 2.292], [-0.029, -0.637, 2.402], [-1.183, 3.613, 0.125], [-0.445, 3.496, -0.945], [0.591, 4.067, -1.169], [1.063, 5.145, -0.422], [2.242, 5.829, -1.173], [-0.792, 2.500, -1.957], [1.552, 4.703, 0.354], [0.368, 5.715, 0.040], [2.676, 6.620, -0.649], [1.945, 6.489, -2.050], [2.960, 5.100, -1.367], [-1.676, 1.963, -2.069], [-0.020, 1.806, -2.146], [-1.054, 2.962, -2.852], [1.247, 0.648, 1.029], [2.142, 0.527, -0.156], [1.673, -0.284, -1.162], [3.489, 1.237, -0.212], [0.529, 0.040, 1.244], [1.030, 1.733, 1.001], [1.728, 0.571, 1.899], [4.026, 0.906, -1.307], [4.214, 0.763, 0.614], [3.431, 2.284, -0.145]], "e_homo_ev": 1.6718, "total_charge": -2}


3.
{"formula": "C21H31BCl2FI2N2O16S3", "method": "ωB97M-V with the def2-TZVPD basis set", "species": ["C", "C", "I", "C", "I", "C", "C", "C", "O", "O", "Cl", "C", "C", "C", "C", "N", "C", "C", "C", "F", "N", "Cl", "C", "C", "B", "O", "O", "H", "H", "H", "H", "H", "H", "H", "H", "H", "H", "H", "H", "H", "H", "H", "H", "H", "H", "H", "C", "C", "O", "S", "O", "O", "O", "H", "H", "H", "H", "C", "C", "O", "S", "O", "O", "O", "H", "H", "H", "H", "C", "C", "O", "S", "O", "O", "O", "H", "H", "H", "H"], "positions_angstrom": [[2.723, 3.151, 1.534], [2.506, 2.630, 3.091], [4.345, 2.535, 4.333], [1.130, 2.268, 3.620], [0.861, 1.618, 5.693], [-0.142, 2.425, 2.561], [-0.911, 3.910, 2.595], [-0.466, 5.095, 3.637], [-0.504, 4.776, 4.960], [-0.081, 6.472, 3.293], [0.798, 6.557, 1.858], [-2.146, 4.097, 1.527], [-2.897, 5.579, 1.519], [-3.820, 5.810, 2.854], [-5.349, 5.192, 2.736], [-5.399, 3.911, 3.565], [-2.551, 2.837, 0.554], [-3.831, 3.097, -0.482], [-3.120, 3.478, -1.944], [-3.522, 2.551, -3.027], [-1.816, 1.482, 0.585], [-2.446, 0.249, -0.503], [-0.631, 1.202, 1.533], [0.154, -0.235, 1.609], [1.034, -0.623, 0.276], [0.756, -1.973, -0.326], [2.062, 0.211, -0.378], [2.034, 2.533, 0.814], [2.432, 4.283, 1.387], [3.846, 3.057, 1.164], [-2.036, 6.403, 1.565], [-3.471, 5.798, 0.504], [-3.874, 6.950, 3.128], [-3.328, 5.271, 3.789], [-6.123, 5.938, 3.236], [-5.614, 5.030, 1.607], [-6.327, 3.441, 3.460], [-4.663, 3.253, 3.220], [-4.549, 2.158, -0.562], [-4.508, 4.000, -0.164], [-1.941, 3.406, -1.852], [-3.350, 4.594, -2.250], [-0.681, -1.070, 1.781], [0.899, -0.315, 2.536], [0.314, -2.481, 0.425], [2.398, -0.349, -1.160], [-3.658, -4.462, -0.464], [-4.459, -4.847, 0.778], [-3.912, -4.060, 1.833], [-3.400, -2.637, 1.223], [-4.435, -1.652, 1.448], [-2.025, -2.438, 1.618], [-3.433, -3.058, -0.352], [-2.685, -4.964, -0.476], [-4.196, -4.689, -1.388], [-4.381, -5.912, 1.010], [-5.514, -4.575, 0.666], [5.706, -1.792, -4.133], [4.816, -1.449, -5.324], [3.576, -2.102, -5.064], [3.328, -2.145, -3.452], [2.462, -1.042, -3.099], [3.059, -3.511, -3.067], [4.847, -1.766, -2.995], [6.118, -2.802, -4.226], [6.524, -1.077, -4.009], [5.239, -1.790, -6.272], [4.626, -0.372, -5.377], [4.993, -7.729, -1.740], [4.533, -7.929, -3.182], [4.139, -6.634, -3.630], [5.065, -5.513, -2.892], [6.140, -5.153, -3.789], [4.197, -4.538, -2.273], [5.677, -6.477, -1.728], [4.138, -7.657, -1.060], [5.658, -8.530, -1.404], [3.702, -8.633, -3.260], [5.359, -8.269, -3.815]], "e_homo_ev": -10.8676, "total_charge": 1}


4.
{"formula": "C4H15N2O", "method": "ωB97M-V with the def2-TZVPD basis set", "species": ["C", "N", "C", "N", "C", "C", "H", "H", "H", "H", "H", "H", "H", "H", "H", "H", "H", "H", "H", "H", "H", "O"], "positions_angstrom": [[0.450, 1.815, 1.057], [-0.640, 1.114, 1.758], [1.393, 0.927, 0.267], [0.507, -0.029, -0.611], [0.500, -1.412, 0.034], [-0.045, -2.441, -0.937], [1.124, 2.296, 1.767], [0.099, 2.617, 0.400], [-0.171, 0.500, 2.409], [-1.114, 1.823, 2.313], [1.955, 0.190, 0.828], [2.037, 1.517, -0.383], [0.854, -0.227, -1.548], [-0.435, 0.374, -0.728], [1.566, -1.585, 0.169], [0.072, -1.374, 1.028], [-1.095, -2.181, -1.121], [-0.116, -3.435, -0.506], [0.571, -2.510, -1.835], [-2.942, 0.062, -1.292], [-2.388, 1.311, -1.869], [-2.179, 0.649, -1.202]], "e_homo_ev": -13.6206, "total_charge": 1}


5.
{"formula": "C6H10O", "method": "ωB97M-V with the def2-TZVPD basis set", "species": ["C", "C", "C", "C", "C", "C", "O", "H", "H", "H", "H", "H", "H", "H", "H", "H", "H"], "positions_angstrom": [[-1.468, 1.683, 0.096], [-0.272, 1.545, -0.411], [0.818, 1.207, 0.536], [0.628, -0.274, 0.788], [0.314, -0.877, -0.545], [-0.075, -2.320, -0.538], [0.727, -0.328, -1.536], [-1.579, 2.010, 1.122], [-2.258, 1.851, -0.612], [-0.266, 1.779, -1.460], [0.687, 1.792, 1.445], [1.766, 1.453, 0.093], [1.541, -0.766, 1.128], [-0.127, -0.531, 1.529], [0.709, -2.919, -0.060], [-0.161, -2.688, -1.546], [-0.984, -2.615, -0.029]], "e_homo_ev": -9.0943, "smiles": "C=CCCC(C)=O"}


6.
{"formula": "C4H6O", "method": "ωB97M-V with the def2-TZVPD basis set", "species": ["C", "C", "C", "C", "O", "H", "H", "H", "H", "H", "H"], "positions_angstrom": [[-1.954, -0.122, -0.004], [-0.706, 0.382, 0.088], [0.563, -0.449, 0.019], [1.903, 0.334, -0.127], [2.993, -0.170, 0.095], [-2.819, 0.497, 0.086], [-2.162, -1.203, -0.247], [-0.685, 1.458, 0.289], [0.608, -1.036, 0.939], [0.434, -1.142, -0.804], [1.824, 1.451, -0.334]], "e_homo_ev": -9.9753, "smiles": "C=CCC=O"}


7.
{"formula": "C5H10N2S", "method": "ωB97M-V with the def2-TZVPD basis set", "species": ["H", "N", "N", "C", "C", "C", "S", "C", "C", "H", "H", "H", "H", "H", "H", "H", "H", "H"], "positions_angstrom": [[-3.536, 0.155, 1.384], [-2.840, 0.164, 0.629], [-1.807, -0.510, 0.909], [-0.719, -0.574, 0.027], [0.133, -1.775, 0.016], [1.578, -1.387, -0.235], [1.959, 0.020, 0.887], [0.316, 0.703, 0.819], [0.203, 1.959, -0.103], [-1.092, -0.387, -1.054], [-0.073, -2.423, -0.711], [-0.077, -2.189, 0.926], [2.245, -2.111, -0.051], [1.908, -0.954, -1.269], [0.054, 1.008, 1.749], [0.104, 1.723, -1.106], [1.284, 2.472, -0.059], [-0.568, 2.553, 0.153]], "e_homo_ev": -8.5506, "smiles": "[H]/N=N/[C@@H]1CCS[C@H]1C"}


8.
{"formula": "C3H6N2O", "method": "ωB97M-V with the def2-TZVPD basis set", "species": ["C", "N", "C", "N", "C", "O", "H", "H", "H", "H", "H", "H"], "positions_angstrom": [[1.592, 0.377, 0.406], [0.187, 0.618, 0.075], [-0.722, -0.302, -0.201], [-0.409, -1.595, -0.200], [-2.234, 1.439, -0.439], [-3.328, 1.201, -0.698], [2.112, -0.159, -0.406], [2.102, 1.329, 0.562], [1.692, -0.219, 1.328], [-1.132, -2.257, -0.422], [0.504, -1.980, -0.005], [-0.364, 1.547, 0.000]], "e_homo_ev": -7.9434}


Number 1: largest force on an atom 0.012 Eh/bohr, frontier orbital gap 10.9 eV. Number 2: largest force on an atom 0.267 Eh/bohr, frontier orbital gap 1.7 eV. Number 3: largest force on an atom 0.204 Eh/bohr, frontier orbital gap 6.1 eV. Number 4: largest force on an atom 0.045 Eh/bohr, frontier orbital gap 10.9 eV. Number 5: largest force on an atom 0.047 Eh/bohr, frontier orbital gap 10.0 eV. Number 6: largest force on an atom 0.038 Eh/bohr, frontier orbital gap 10.9 eV. Number 7: largest force on an atom 0.113 Eh/bohr, frontier orbital gap 9.2 eV. Number 8: largest force on an atom 0.045 Eh/bohr, frontier orbital gap 8.7 eV.